(1)
The following is a quantum chemistry calculation of a molecular structure, C49H44FeN3O2P2S2, from the OMol25 dataset.

Geometry as XYZ:
```
103
Properties=species:S:1:pos:R:3:forces:R:3:mulliken_charge:R:1
Fe -1.1890 0.0283 -0.2908 0.8 -0.4 0.0 0.191
N -4.0407 0.1832 0.4064 0.4 -0.1 0.2 -0.168
P -2.9759 -1.1433 0.4802 -0.3 0.3 0.5 0.462
C -3.5741 -2.4960 -0.5105 0.0 -0.1 0.0 0.601
C -2.9064 -2.8481 -1.6812 0.0 0.0 0.0 -0.147
C -3.3919 -3.8889 -2.4586 0.0 0.0 0.0 -0.844
C -4.5415 -4.5615 -2.0704 0.0 0.0 0.0 -0.554
C -5.2096 -4.2094 -0.9028 0.0 0.0 0.0 -0.781
C -4.7250 -3.1809 -0.1137 0.0 0.0 0.0 -0.429
C -2.8010 -1.6850 2.1781 -0.1 0.1 0.0 0.697
C -2.9381 -0.7596 3.2135 0.0 0.0 0.0 -0.311
C -2.6970 -1.1508 4.5195 0.0 0.0 0.0 -0.811
C -2.3017 -2.4548 4.7910 0.0 0.0 0.0 -0.574
C -2.1519 -3.3724 3.7605 0.0 0.0 0.0 -0.771
C -2.4000 -2.9912 2.4514 0.0 0.0 0.0 -0.512
P -3.0038 1.4013 -0.1485 -0.2 -0.1 -0.3 2.054
C -3.3733 2.9150 0.7236 -0.1 0.0 -0.1 1.044
C -4.4554 3.6640 0.2488 0.1 0.1 0.1 -0.631
C -4.8552 4.7986 0.9349 0.0 0.0 0.0 -0.737
C -4.1775 5.1910 2.0821 0.0 0.0 0.0 -0.565
C -3.1038 4.4476 2.5526 0.0 0.0 0.0 -0.943
C -2.6996 3.3065 1.8775 0.0 0.0 0.1 -0.200
C -3.3617 1.6801 -1.8889 0.0 -0.1 0.1 0.066
C -4.1138 0.7550 -2.6095 0.0 0.0 -0.1 -0.454
C -4.2749 0.9213 -3.9798 0.0 0.0 0.0 -0.848
C -3.6828 1.9977 -4.6212 0.0 0.0 0.0 -0.563
C -2.9258 2.9175 -3.9009 0.0 0.0 0.0 -0.735
C -2.7574 2.7606 -2.5381 0.0 0.0 0.0 -0.352
H -4.9518 0.2958 0.8330 -0.1 0.0 -0.2 0.278
H -2.0051 -2.3212 -1.9745 0.0 0.0 0.0 0.241
H -2.8744 -4.1753 -3.3637 0.0 0.0 0.0 0.492
H -4.9209 -5.3709 -2.6795 0.0 0.0 0.0 0.440
H -6.1020 -4.7429 -0.6061 0.0 0.0 0.0 0.448
H -5.2316 -2.9212 0.8086 0.0 0.0 0.0 0.465
H -3.2482 0.2589 3.0064 0.0 0.0 0.0 0.377
H -2.8212 -0.4418 5.3265 0.0 0.0 0.0 0.476
H -2.1137 -2.7568 5.8125 0.0 0.0 0.0 0.438
H -1.8448 -4.3865 3.9753 0.0 0.0 0.0 0.471
H -2.2825 -3.7078 1.6487 0.0 0.0 0.0 0.315
H -4.9736 3.3719 -0.6559 0.0 0.0 0.0 0.463
H -5.6915 5.3790 0.5702 0.0 0.0 0.0 0.443
H -4.4881 6.0813 2.6117 0.0 0.0 0.0 0.419
H -2.5797 4.7571 3.4463 0.0 0.0 0.0 0.457
H -1.8654 2.7298 2.2571 -0.1 0.0 0.0 0.206
H -4.5865 -0.0806 -2.1063 0.0 0.0 0.0 0.477
H -4.8690 0.2141 -4.5421 0.0 0.0 0.0 0.458
H -3.8134 2.1279 -5.6869 0.0 0.0 0.0 0.436
H -2.4750 3.7610 -4.4061 0.0 0.0 0.0 0.457
H -2.1721 3.4803 -1.9770 0.0 0.0 0.0 0.515
S -0.0291 1.3252 1.1018 0.1 -0.1 0.0 -0.356
C 1.5429 1.3580 0.4321 -0.1 -0.1 -0.2 0.265
N 2.5868 1.7800 1.0775 0.0 0.0 0.0 0.191
C 3.8666 1.9720 0.3751 0.0 0.0 0.0 -0.739
C 4.0431 0.8999 -0.6619 0.0 0.0 0.0 -0.581
N 2.8639 0.8534 -1.5360 0.2 0.0 0.0 0.571
C 3.1245 0.4551 -2.9309 -0.1 0.0 0.0 -1.397
C 3.8243 1.5641 -3.6729 0.0 0.0 0.0 0.587
C 3.2099 2.8069 -3.8066 0.0 0.0 0.0 -0.249
C 3.8519 3.8302 -4.4834 0.0 0.0 0.0 -0.721
C 5.1108 3.6162 -5.0337 0.0 0.0 0.0 -0.440
C 5.7233 2.3807 -4.9055 0.0 0.0 0.0 -0.656
C 5.0821 1.3553 -4.2211 0.0 0.0 0.0 -0.310
C 1.6800 0.9809 -1.0223 -0.2 0.0 0.3 0.116
S 0.2341 0.7925 -1.8801 -0.1 0.3 -0.3 -0.502
C 2.5794 2.1000 2.5195 0.0 0.0 0.0 -0.817
C 3.5381 1.2004 3.2536 0.0 0.0 0.0 0.315
C 3.3881 -0.1820 3.1648 0.0 0.0 0.0 0.113
C 4.2656 -1.0144 3.8398 0.0 0.0 0.0 -0.830
C 5.2907 -0.4723 4.6069 0.0 0.0 0.0 -0.448
C 5.4404 0.9024 4.6949 0.0 0.0 0.0 -0.691
C 4.5663 1.7403 4.0139 0.0 0.0 0.0 -0.376
H 4.6614 1.9119 1.1154 0.0 0.0 0.0 0.502
H 3.8690 2.9687 -0.0731 0.0 0.0 0.0 0.316
H 4.1524 -0.0865 -0.2033 0.0 0.0 0.0 0.104
H 4.9100 1.1220 -1.2815 0.0 0.0 0.0 0.624
H 2.1768 0.1863 -3.3936 0.0 0.0 0.0 0.605
H 3.7480 -0.4398 -2.8876 0.0 0.0 0.0 0.392
H 2.2203 2.9708 -3.3926 0.0 0.0 0.0 0.418
H 3.3704 4.7926 -4.5917 0.0 0.0 0.0 0.420
H 5.6101 4.4141 -5.5661 0.0 0.0 0.0 0.404
H 6.7001 2.2109 -5.3370 0.0 0.0 0.0 0.408
H 5.5611 0.3880 -4.1250 0.0 0.0 0.0 0.401
H 1.5617 1.9753 2.8841 0.0 0.0 0.0 0.339
H 2.8565 3.1499 2.6290 0.0 0.0 0.0 0.400
H 2.5930 -0.6072 2.5607 0.0 0.0 0.0 0.421
H 4.1473 -2.0877 3.7749 0.0 0.0 0.0 0.477
H 5.9719 -1.1238 5.1368 0.0 0.0 0.0 0.414
H 6.2371 1.3256 5.2910 0.0 0.0 0.0 0.403
H 4.6836 2.8154 4.0840 0.0 0.0 0.0 0.399
O 1.8406 -1.1508 0.2821 -0.1 0.0 -0.1 -0.377
C 0.9378 -1.9747 0.1230 0.2 -0.2 0.2 -0.099
O -0.3094 -1.6720 -0.0818 -0.2 0.3 -0.2 -0.001
C 1.2279 -3.4368 0.2043 0.0 0.0 0.0 0.367
C 0.2704 -4.3823 -0.1556 0.0 0.0 0.0 0.141
C 0.5661 -5.7333 -0.0736 0.0 0.0 0.0 -0.876
C 1.8141 -6.1439 0.3768 0.0 0.0 0.0 -0.495
C 2.7701 -5.2046 0.7392 0.0 0.0 0.0 -0.800
C 2.4800 -3.8534 0.6484 0.0 0.0 0.0 -0.402
H -0.6989 -4.0522 -0.5073 0.0 0.0 0.0 0.288
H -0.1733 -6.4682 -0.3624 0.0 0.0 0.0 0.453
H 2.0428 -7.1991 0.4441 0.0 0.0 0.0 0.412
H 3.7409 -5.5283 1.0890 0.0 0.0 0.0 0.444
H 3.2159 -3.1091 0.9210 0.0 0.0 0.0 0.494
```
Forces are in eV/Å.

Output
LUMO (alpha / beta)	-6.996 / -5.962	eV
gap between HOMO and LUMO (alpha / beta)	6.43 / 7.46	eV
net charge	+2
spin multiplicity	2
total energy	-134717.350	eV

=====

(2)
The following is a quantum chemistry calculation of a molecular structure, C3H2I2N2O in a non-equilibrium geometry, from the OMol25 dataset.

Geometry as XYZ:
```
10
Properties=species:S:1:pos:R:3:forces:R:3:mulliken_charge:R:1
C -0.3489 -1.4027 0.0061 4.7 2.3 0.0 0.049
C 1.2683 -0.3812 0.0087 -2.5 -3.1 0.0 -0.195
C -0.6705 0.8400 -0.0051 -1.6 2.0 0.0 -0.169
N -1.1916 -0.4401 -0.0061 -0.6 0.0 0.0 0.044
N 0.7251 0.8640 0.0018 -0.2 -1.4 0.0 0.539
O 1.3533 1.9044 0.0058 0.9 1.0 0.0 -0.414
I 3.1927 -0.9441 0.0008 -1.3 0.5 0.0 0.742
I -1.6872 2.6244 -0.0060 0.5 -1.3 0.0 0.616
H -0.4218 -2.4815 0.0116 -0.3 0.0 0.0 0.452
H -2.2195 -0.5832 -0.0177 0.5 0.1 0.0 0.336
```
Forces are in eV/Å.

Output
LUMO (alpha / beta)	-11.993 / -12.363	eV
relative energy (zero: lowest compared OMol25 entry of this formula, charge and spin)	155.9	kJ/mol
gap between HOMO and LUMO (alpha / beta)	6.58 / 5.45	eV
net charge	+2
total energy	-24346.464	eV

=====

(3)
The following is a quantum chemistry calculation of a single C27H37N7O3 molecule in a non-equilibrium geometry, from the OMol25 dataset.

Geometry as XYZ:
```
74
Properties=species:S:1:pos:R:3:forces:R:3:mulliken_charge:R:1
C -10.0288 -3.4519 -0.4345 -0.2 0.1 0.0 -0.833
O -8.6592 -3.7017 -0.2274 0.4 0.0 0.1 -0.452
C -7.8223 -2.6468 -0.0512 0.2 0.1 0.0 0.919
C -6.4765 -2.9646 0.1509 -0.2 -0.1 0.0 -0.637
C -5.5416 -1.9737 0.3405 -0.1 0.2 0.0 -0.643
C -5.9211 -0.6295 0.3339 -0.6 -0.3 -0.1 0.393
C -4.9570 0.4356 0.5328 0.7 0.7 0.1 0.605
C -3.5660 0.3288 0.7640 0.1 0.5 0.0 -0.693
C -3.1241 1.6287 0.8863 -0.6 -0.4 -0.1 0.218
C -1.8373 2.2474 1.1158 0.2 0.4 0.1 0.307
O -0.7838 1.6447 1.2655 -0.1 -0.2 0.1 -0.726
N -1.8903 3.6261 1.1525 0.1 -0.7 0.0 0.982
C -0.6750 4.3926 1.3425 0.5 0.3 -0.2 -1.058
C 0.1185 4.5037 0.0196 -0.2 0.0 0.7 0.822
O 0.0822 5.5039 -0.6638 -0.1 0.4 -0.2 -0.665
N 0.8357 3.4072 -0.2549 0.4 -0.6 -0.1 -0.014
C 1.5685 3.2346 -1.4873 0.0 0.1 -0.4 -0.890
C 0.8606 2.2749 -2.4477 0.1 -0.1 0.3 -0.870
C 0.6478 0.8943 -1.8133 0.0 0.2 -0.2 -0.885
N 1.8549 0.4140 -1.1670 -0.2 -0.2 0.0 0.986
C 2.8098 -0.1444 -2.1039 0.3 0.2 0.0 -1.107
C 4.1425 -0.4017 -1.4085 -0.1 -0.4 0.0 -0.515
C 3.9350 -1.3772 -0.2398 -0.1 0.3 0.1 -0.520
N 5.1312 -1.7658 0.4883 0.0 -0.1 0.0 0.372
C 5.9512 -2.7487 -0.1917 0.0 -0.3 0.1 -0.582
C 6.9277 -3.3756 0.8012 0.1 0.1 -0.3 -0.790
C 7.8143 -2.2970 1.4129 -0.2 -0.1 0.2 -0.700
C 6.9294 -1.2193 2.0285 0.1 0.2 -0.2 -0.910
C 5.9600 -0.6814 0.9779 0.0 0.0 0.3 -0.537
C 2.8785 -0.7783 0.6915 -0.1 -0.3 -0.3 -0.860
C 1.5922 -0.5188 -0.0864 0.1 0.1 0.3 -0.730
N -3.0034 4.3553 1.0013 -0.8 0.6 -0.1 -1.102
C -4.1264 3.7850 0.7946 0.1 0.5 0.0 0.146
N -4.2379 2.4273 0.7245 1.1 -0.8 0.2 0.958
N -5.3303 1.7172 0.5150 -0.8 0.0 -0.1 -1.638
C -7.2642 -0.3187 0.1312 0.4 0.0 0.1 -0.819
C -8.2076 -1.3085 -0.0592 -0.3 -0.3 -0.1 -0.412
H -10.4775 -2.9388 0.4221 0.0 0.0 0.0 0.336
H -10.4921 -4.4304 -0.5502 0.0 0.1 0.0 0.239
H -10.1974 -2.8629 -1.3415 0.0 0.0 0.0 0.335
H -6.1937 -4.0054 0.1541 0.0 -0.1 0.0 0.427
H -4.5091 -2.2452 0.4945 0.1 0.0 0.0 0.320
H -2.9681 -0.5543 0.8349 0.2 -0.2 0.0 0.544
H -0.9711 5.3937 1.6551 0.1 -0.2 -0.1 0.369
H -0.0655 3.9030 2.1053 -0.1 0.1 0.0 0.394
H 0.7330 2.5854 0.3282 -0.1 0.3 0.1 0.214
H 2.5544 2.8320 -1.2458 0.0 0.1 -0.1 0.265
H 1.6696 4.2201 -1.9466 0.1 -0.1 0.1 0.439
H -0.1103 2.6858 -2.7304 0.0 0.0 -0.1 0.461
H 1.4635 2.1909 -3.3525 0.0 0.0 -0.1 0.406
H -0.1289 0.9718 -1.0499 0.0 0.0 0.0 0.267
H 0.2818 0.1919 -2.5832 0.0 0.0 0.1 0.355
H 2.9559 0.5668 -2.9199 0.0 -0.1 0.0 0.426
H 2.4351 -1.0906 -2.5414 0.0 0.1 0.0 0.308
H 4.5314 0.5448 -1.0308 0.1 0.1 0.0 0.244
H 4.8555 -0.8115 -2.1267 0.1 0.0 0.0 0.380
H 3.5195 -2.3086 -0.6477 0.0 0.1 0.0 0.225
H 5.3004 -3.5243 -0.6033 0.0 0.1 0.0 0.412
H 6.5238 -2.3038 -1.0270 0.0 0.0 0.0 0.283
H 6.3559 -3.8647 1.5912 0.0 -0.1 0.0 0.323
H 7.5329 -4.1293 0.2939 0.0 -0.1 0.0 0.391
H 8.4729 -2.7289 2.1689 0.1 0.0 0.0 0.325
H 8.4401 -1.8538 0.6338 0.1 0.0 0.0 0.315
H 6.3535 -1.6476 2.8500 0.0 0.0 0.1 0.329
H 7.5368 -0.4012 2.4201 0.0 0.0 0.1 0.377
H 5.3223 0.0799 1.4277 0.0 0.1 -0.1 0.398
H 6.5425 -0.2110 0.1644 -0.1 0.0 0.0 0.321
H 3.2286 0.1694 1.0997 0.0 0.1 0.1 0.232
H 2.6869 -1.4622 1.5183 0.0 0.0 0.1 0.324
H 0.8461 -0.0768 0.5776 0.0 -0.1 -0.1 0.374
H 1.1919 -1.4775 -0.4669 0.0 0.0 0.0 0.276
H -5.0124 4.3844 0.6760 -0.1 0.0 0.0 0.437
H -7.5576 0.7191 0.1260 -0.1 0.1 0.0 0.424
H -9.2378 -1.0282 -0.2125 -0.1 0.0 0.0 0.382
```
Forces are in eV/Å.

Output
LUMO	0.261	eV
gap between HOMO and LUMO	8.49	eV
net charge	0
total energy	-45172.849	eV

=====

(4)
The following is a quantum chemistry calculation of 2 unconnected molecules or ions with the total composition C5H7NO in a non-equilibrium geometry, from the OMol25 dataset.

Geometry as XYZ:
```
14
Properties=species:S:1:pos:R:3:forces:R:3:mulliken_charge:R:1
O -0.2433 1.7212 -0.8884 -0.1 -0.1 0.4 -0.564
C -0.1474 0.4304 -0.3321 0.1 -0.7 0.5 0.720
C 1.1413 -0.2903 -0.8446 0.1 -0.1 0.2 -0.744
C 1.7413 -0.9002 0.3362 -0.6 0.2 1.7 0.348
N 1.5441 -1.0435 1.4822 2.2 -1.1 -1.1 -0.510
C -1.4039 -0.3772 -0.2149 0.1 -0.2 0.2 -0.744
C -0.6702 0.0563 1.0531 0.4 -0.7 0.8 -0.690
H -0.0634 2.3742 -0.2047 0.1 0.0 0.0 0.343
H 0.9453 -1.0504 -1.5939 -0.1 0.0 -0.2 0.314
H 1.8368 0.4334 -1.2631 -0.1 0.1 -0.1 0.351
H -2.3494 0.0930 -0.5022 0.3 -0.1 0.2 0.293
H -1.3279 -1.4220 -0.5050 0.0 0.1 0.0 0.223
H 0.1443 -0.9204 1.8957 -2.5 3.0 -2.5 0.382
H -1.1477 0.8956 1.5816 0.2 -0.5 -0.1 0.277
```
Forces are in eV/Å.

Output
LUMO	0.616	eV
relative energy (zero: lowest compared OMol25 entry of this formula, charge and spin)	418.4	kJ/mol
gap between HOMO and LUMO	10.18	eV
net charge	0
total energy	-8831.867	eV